The following is a DFT calculation (wB97M-V/def2-TZVPD) of one molecule with the formula C3H5ClOS in a non-equilibrium geometry.

As for the SMILES: O[C@@H]1[C@H](S)[C@H]1Cl. The value obtained for the HOMO-LUMO gap is 10.03 eV. As for the charge: 0. Its LUMO energy is 0.63 eV. As for the energy above the lowest of the compared OMol25 structures with the same formula, charge and spin: 116.8 kJ/mol. Its spin multiplicity is 1. The total energy comes out at -1050.8811 Ha.

Last column: natural (NBO) charge in e.
Element x y z (Å)
O (0.827, 2.014, -0.190)  -0.686
C (0.013, 1.082, 0.382)  0.103
C (0.445, -0.368, 0.551)  -0.440
S (2.025, -0.870, -0.041)  0.011
C (-0.669, 0.031, -0.380)  -0.259
Cl (-2.346, -0.433, -0.048)  -0.026
H (1.544, 1.555, -0.695)  0.481
H (-0.551, 1.538, 1.199)  0.200
H (0.047, -0.763, 1.484)  0.243
H (1.554, -1.822, -0.867)  0.137
H (-0.462, 0.193, -1.445)  0.236

***

The following is a DFT calculation (wB97M-V/def2-TZVPD) of one molecule with the formula C3H5ClS in a non-equilibrium geometry.

The value obtained for the HOMO-LUMO gap (alpha / beta) is 7.93 / 7.27 eV. As for the charge: 0. Its LUMO energy (alpha / beta) is -0.27 / -0.64 eV. As for the energy above the lowest of the compared OMol25 structures with the same formula, charge and spin: 261.0 kJ/mol. Its spin multiplicity is 1. The total energy comes out at -975.5573 Ha.

Last column: natural (NBO) charge in e.
Element x y z (Å)
C (0.956, 1.148, -1.675)  -0.666
C (-0.145, -0.238, 0.860)  -0.460
C (-0.698, -1.528, 1.161)  -0.402
S (-0.034, 0.020, -0.924)  0.557
Cl (0.663, -2.733, 1.479)  -0.130
H (1.427, 1.844, -1.101)  0.202
H (1.049, 1.149, -2.756)  0.238
H (0.647, -0.008, 1.439)  0.200
H (-1.358, -1.938, 0.426)  0.228
H (-1.150, -1.332, 2.161)  0.233

***

The following is a DFT calculation (wB97M-V/def2-TZVPD) of C3H5CoO3 as an isolated structure in a non-equilibrium geometry.

The value obtained for the HOMO-LUMO gap (alpha / beta) is 5.70 / 8.73 eV. As for the charge: 0. Its LUMO energy (alpha / beta) is 0.28 / 0.24 eV. Its expectation value of S² is 6.01. As for the energy above the lowest of the compared OMol25 structures with the same formula, charge and spin: 145.2 kJ/mol. Its spin multiplicity is 5. The total energy comes out at -1725.6274 Ha.

Last column: Löwdin spin population.
Element x y z (Å)
C (-0.815, -0.311, 0.150)  0.034
O (-1.995, -0.603, 0.308)  0.222
O (0.053, -1.314, 0.070)  0.007
O (-0.232, 0.850, -0.094)  0.012
C (1.371, -0.825, -0.224)  0.002
C (1.193, 0.698, -0.168)  0.001
H (1.660, -1.189, -1.216)  0.000
H (2.061, -1.208, 0.535)  0.000
H (1.547, 1.208, -1.069)  0.000
H (1.643, 1.153, 0.721)  0.000
Co (-3.717, 0.073, 0.151)  3.514
H (-2.768, 1.468, 0.836)  0.207

***

The following is a DFT calculation (wB97M-V/def2-TZVPD) of C3H5CrLiO4 as an isolated structure in a non-equilibrium geometry.

The value obtained for the HOMO-LUMO gap (alpha / beta) is 5.72 / 7.23 eV. As for the charge: +2. Its LUMO energy (alpha / beta) is -10.52 / -9.11 eV. Its expectation value of S² is 6.02. As for the energy above the lowest of the compared OMol25 structures with the same formula, charge and spin: 262.5 kJ/mol. Its spin multiplicity is 5. The total energy comes out at -1469.5454 Ha.

Last column: Löwdin spin population.
Element x y z (Å)
Cr (0.373, -0.729, -2.142)  3.931
O (0.580, -2.282, -0.906)  0.002
C (0.611, -2.370, 0.329)  0.018
H (1.168, -1.609, 0.908)  0.000
H (0.044, -3.143, 0.876)  -0.001
C (-1.375, 0.294, -0.078)  0.020
O (-0.816, 1.661, -0.119)  0.002
C (0.468, 1.790, -0.285)  0.004
O (1.130, 0.969, -0.925)  0.017
O (0.945, 2.459, 0.748)  0.000
Li (-2.707, 0.807, 1.586)  0.002
H (-1.775, 0.180, -1.102)  0.004
H (-0.541, -0.334, 0.276)  0.003
H (1.896, 2.307, 0.835)  0.000

***

The following is a DFT calculation (wB97M-V/def2-TZVPD) of C3H5CsLiO4 as an isolated structure in a non-equilibrium geometry.

The value obtained for the HOMO-LUMO gap (alpha / beta) is 9.55 / 8.67 eV. As for the charge: +2. Its LUMO energy (alpha / beta) is -6.92 / -6.92 eV. Its expectation value of S² is 0.75. As for the energy above the lowest of the compared OMol25 structures with the same formula, charge and spin: 0.0 kJ/mol. Its spin multiplicity is 2. The total energy comes out at -445.3687 Ha.

Last column: Löwdin spin population.
Element x y z (Å)
O (-0.644, -0.019, -0.796)  0.000
C (-1.994, 0.546, -1.145)  0.000
C (-0.429, -0.460, 0.365)  0.000
O (-1.985, 1.757, -1.063)  0.000
O (-2.825, -0.288, -1.449)  0.000
C (0.831, -1.110, 0.695)  0.000
Li (-4.459, -0.271, -2.323)  0.000
H (-1.241, -0.382, 1.098)  0.000
H (1.246, -0.689, 1.618)  0.000
H (1.419, -1.157, -0.244)  0.000
H (0.554, -2.149, 0.960)  0.000
Cs (-1.006, 5.536, -0.981)  0.000
O (5.039, -0.794, 1.223)  0.979
H (5.494, -0.519, 2.043)  0.022

***

The following is a DFT calculation (wB97M-V/def2-TZVPD) of C3H5EuO3 as an isolated structure in a non-equilibrium geometry.

The value obtained for the HOMO-LUMO gap (alpha / beta) is 5.25 / 4.94 eV. As for the charge: 0. Its LUMO energy (alpha / beta) is -0.65 / -0.96 eV. Its expectation value of S² is 20.01. As for the energy above the lowest of the compared OMol25 structures with the same formula, charge and spin: 165.6 kJ/mol. Its spin multiplicity is 9. The total energy comes out at -1053.1472 Ha.

Last column: Löwdin spin population.
Element x y z (Å)
H (-2.645, -1.135, -0.055)  0.003
O (0.606, -0.391, -0.954)  0.010
C (1.197, 0.460, -0.208)  0.007
C (-1.018, -0.608, -0.261)  0.000
O (2.393, 0.790, -0.280)  0.083
O (0.444, 0.987, 0.739)  0.003
C (-0.743, 0.211, 1.002)  0.000
Eu (4.345, 0.909, -1.967)  7.893
H (-0.921, -1.685, -0.086)  0.000
H (-1.578, -0.042, -1.013)  0.000
H (-0.539, -0.426, 1.868)  0.000
H (-1.540, 0.930, 1.216)  0.000

***

The following is a DFT calculation (wB97M-V/def2-TZVPD) of one molecule with the formula C3H5F in a non-equilibrium geometry.

The value obtained for the HOMO-LUMO gap (alpha / beta) is 8.68 / 8.80 eV. As for the charge: 0. Its LUMO energy (alpha / beta) is 0.25 / 0.10 eV. As for the energy above the lowest of the compared OMol25 structures with the same formula, charge and spin: 327.1 kJ/mol. Its spin multiplicity is 1. The total energy comes out at -217.0136 Ha.

Last column: natural (NBO) charge in e.
Element x y z (Å)
C (0.749, -0.642, 0.043)  -0.273
C (-0.116, 0.405, 0.479)  -0.570
C (-1.481, 0.441, -0.334)  0.279
F (-2.396, -0.344, 0.173)  -0.330
H (1.505, -0.544, -0.657)  0.174
H (0.526, -1.603, 0.445)  0.172
H (-0.435, 0.188, 1.420)  0.220
H (0.408, 1.442, 0.591)  0.214
H (-1.314, 0.136, -1.384)  0.114

***

The following is a DFT calculation (wB97M-V/def2-TZVPD) of one molecule with the formula C3H5F2N in a non-equilibrium geometry.

As for the SMILES: FC(F)[C@H]1CN1. The value obtained for the HOMO-LUMO gap is 11.07 eV. As for the charge: 0. Its LUMO energy is 1.06 eV. As for the energy above the lowest of the compared OMol25 structures with the same formula, charge and spin: 229.4 kJ/mol. Its spin multiplicity is 1. The total energy comes out at -371.6810 Ha.

Last column: natural (NBO) charge in e.
Element x y z (Å)
F (0.154, -1.070, -1.285)  -0.426
C (-0.977, -0.912, -0.296)  0.554
F (-1.275, -1.921, 0.499)  -0.295
C (-0.396, 0.252, 0.384)  -0.176
C (1.103, 0.464, 0.618)  -0.259
N (0.236, 1.389, -0.352)  -0.536
H (-1.728, -0.743, -1.096)  0.163
H (-1.027, 0.549, 1.347)  0.214
H (1.512, 0.940, 1.450)  0.205
H (2.023, 0.053, -0.112)  0.223
H (0.377, 0.997, -1.157)  0.332

***

> The lowest total energy belongs to which entry?

C3H5CoO3